{
  "formula": "C36H68BBr2N10O21S",
  "method": "ωB97M-V with the def2-TZVPD basis set",
  "e_homo_ev": -11.6,
  "total_energy_ev": -247901.3440,
  "orbital_gap_ev": 7.644,
  "total_charge": 1,
  "elements": ["O", "N", "H", "H", "H", "H", "C", "H", "N", "H", "C", "H", "O", "N", "C", "N", "O", "H", "N", "C", "H", "H", "C", "O", "H", "H", "H", "C", "H", "N", "H", "B", "H", "H", "H", "H", "O", "N", "H", "H", "H", "H", "H", "C", "H", "H", "C", "H", "C", "O", "H", "C", "H", "H", "H", "O", "C", "C", "H", "O", "H", "C", "C", "Br", "H", "H", "O", "O", "H", "H", "C", "H", "H", "C", "H", "O", "H", "C", "N", "H", "S", "H", "O", "H", "N", "H", "C", "O", "O", "C", "O", "C", "H", "H", "H", "C", "O", "H", "C", "C", "H", "H", "C", "H", "C", "Br", "H", "C", "O", "H", "H", "C", "H", "H", "C", "C", "O", "C", "H", "H", "C", "H", "H", "C", "H", "H", "H", "C", "H", "C", "C", "O", "H", "C", "H", "N", "H", "O", "O"],
  "xyz": [[4.151, 5.916, -3.897], [0.431, 8.918, 1.267], [5.982, -1.050, 1.754], [-2.207, 0.430, 0.511], [3.607, 1.375, -0.511], [6.123, 0.927, 0.499], [-1.546, 1.264, 0.222], [-7.601, -5.008, 0.298], [-4.152, -3.888, 4.124], [3.769, 0.990, 1.716], [4.757, 0.780, 2.169], [-3.050, -7.849, 1.903], [-3.832, -5.105, 0.895], [5.652, 10.924, -3.897], [3.895, -1.404, 1.026], [-6.950, -4.238, -1.533], [-3.320, -4.704, 4.472], [3.554, 10.773, -3.950], [-4.227, -9.572, 1.777], [-3.687, -8.328, 1.163], [-3.286, -5.269, 1.683], [-3.001, -2.143, 4.224], [4.948, -0.775, 2.010], [1.833, 2.422, 1.312], [-1.112, 8.173, 2.463], [1.912, 4.763, -4.492], [4.174, 3.015, 0.667], [0.872, 5.044, 0.790], [-2.731, -4.530, -4.013], [3.104, 6.451, -4.199], [-0.330, 4.015, -0.674], [1.162, 2.520, 0.118], [0.800, 6.047, 0.317], [3.041, 3.456, -1.692], [6.389, 5.183, -6.071], [-4.338, -2.335, -1.532], [2.994, 7.549, -4.704], [0.808, 1.281, -0.713], [-4.486, -2.012, 3.237], [-6.422, -10.064, 5.013], [-4.731, -10.775, 9.359], [1.009, 6.290, -4.249], [-4.481, -4.861, -1.491], [4.857, 2.991, -2.756], [4.893, 5.340, -7.037], [-4.163, 2.315, 0.869], [-1.211, -2.760, -3.055], [-8.381, -3.475, -0.194], [-3.516, -4.313, -1.411], [-3.419, -10.398, 2.136], [-2.829, -0.722, -0.837], [1.579, -0.349, -2.306], [2.774, 2.670, -3.272], [6.274, 4.405, -7.683], [5.455, 3.690, 1.668], [-6.998, -9.214, 7.183], [-0.425, 0.737, -0.662], [-3.590, -2.909, -2.103], [4.684, -1.192, 3.002], [-5.352, -4.009, 4.239], [-4.825, -9.268, 5.113], [5.732, 4.699, -6.788], [4.397, 10.170, -3.630], [1.399, -2.844, -4.241], [2.359, -0.772, -2.945], [6.905, 2.748, -2.206], [4.006, 3.355, -6.015], [-2.339, -3.490, 0.566], [4.445, 9.244, -4.193], [3.879, 0.562, -2.053], [3.244, 1.318, -1.552], [6.669, 1.775, 1.960], [4.927, 4.107, -2.832], [5.936, 2.601, -1.687], [-2.764, -4.979, -1.872], [-2.553, -12.009, 8.694], [1.858, 5.010, 1.275], [0.291, -0.984, -2.306], [-3.493, -11.741, 7.979], [4.366, -2.035, 0.252], [-1.412, -4.199, -4.071], [-4.036, 3.726, -0.211], [-6.647, -3.094, -1.810], [1.330, 4.344, -1.207], [-6.241, -8.568, 6.484], [-4.517, -7.684, 0.892], [-2.486, 2.263, -0.557], [-5.734, -7.509, 6.784], [1.384, 8.644, 1.966], [-4.818, -11.583, 8.638], [6.692, 10.378, -3.591], [3.394, 2.638, -2.355], [-1.198, 1.693, 1.183], [1.816, 5.504, -2.860], [4.351, 9.979, -2.561], [-8.028, -4.444, -0.528], [6.031, 2.631, -5.811], [-8.825, -5.001, -1.013], [-5.902, -9.122, 5.144], [-3.165, -4.229, 0.071], [-0.758, 9.919, 2.665], [-5.056, -12.523, 9.128], [-3.453, 3.004, 0.386], [5.880, 1.525, -1.453], [5.966, 3.536, -0.442], [-2.536, 4.089, 1.750], [-3.082, -2.931, 2.613], [-0.716, -0.414, -1.456], [0.451, 9.053, 0.059], [1.317, 1.824, 1.879], [0.024, 4.985, 1.485], [0.729, 3.978, -0.358], [7.012, 3.764, -0.174], [-5.556, -11.345, 7.879], [1.812, 0.747, -1.511], [5.790, 1.596, 1.312], [-6.445, -5.235, -2.009], [0.033, -2.135, -3.099], [-4.036, -3.085, -3.098], [-1.936, 2.911, -1.254], [5.268, 2.978, 0.837], [5.146, 2.617, -3.764], [-1.628, 9.343, 1.213], [-3.641, -2.640, 3.500], [3.203, -2.068, 1.579], [4.781, 1.092, 3.227], [-3.119, -8.617, 0.283], [1.856, 5.692, -3.928], [-3.124, 1.608, -1.189], [-2.239, -2.209, -2.184], [-0.875, 9.104, 1.956], [-5.435, -9.670, 1.876], [5.461, 4.495, -0.683], [-1.993, -1.081, -1.443], [3.264, -0.642, 0.534], [5.212, 3.459, -6.152], [-6.222, -8.397, 4.401], [-3.445, -11.589, 6.773], [5.551, 12.024, -4.399]],
  "atomic_forces_ev_per_a": [[-0.095, 0.196, -0.106], [-0.059, 0.049, 0.046], [-0.385, 0.124, 0.121], [0.640, 0.266, 0.022], [0.060, 0.329, -0.472], [-0.167, 0.495, 0.088], [-0.144, 0.637, -0.081], [-0.019, -0.097, -0.097], [-0.148, 0.129, 0.088], [0.286, 0.103, 0.709], [0.362, -0.292, -1.296], [0.091, -0.140, -0.028], [0.142, -0.135, -1.171], [-0.081, 0.081, 0.020], [0.327, -0.311, 0.150], [-0.364, -0.061, 0.144], [-0.047, -0.050, -0.188], [0.094, 0.045, -0.013], [-0.011, -0.036, -0.010], [-0.155, 0.206, -0.125], [-0.126, 0.407, 0.010], [0.062, -0.123, -0.018], [-1.269, 0.407, 0.719], [-1.522, -0.599, -0.609], [0.095, 0.063, 0.090], [0.110, -0.015, 0.082], [0.420, -0.366, 0.191], [0.006, 0.479, -1.060], [0.424, 0.654, 0.344], [-0.027, 0.069, -0.038], [0.475, -0.250, -0.138], [0.070, 1.766, 0.258], [0.032, -0.457, 0.275], [0.148, -0.322, -0.445], [0.052, -0.088, -0.037], [0.498, 0.087, -0.339], [0.039, -0.142, -0.035], [-0.181, -0.354, 0.203], [-0.045, -0.097, 0.073], [0.006, 0.042, 0.064], [0.040, -0.096, 0.055], [0.093, 0.050, -0.001], [0.712, 0.553, -0.125], [0.540, 0.534, 0.564], [-0.015, -0.080, 0.047], [0.517, 0.335, 0.064], [-0.230, 0.301, 0.250], [0.072, 0.001, -0.078], [-0.524, -0.265, 0.658], [-0.071, 0.047, 0.002], [0.441, -0.109, -0.199], [-1.180, -0.066, 0.342], [0.096, -0.316, 0.510], [0.082, -0.033, 0.100], [-0.218, -0.235, -0.457], [0.079, 0.071, 0.051], [-0.434, -1.122, -0.410], [-0.057, -0.772, 0.424], [0.613, -0.041, -0.455], [0.075, -0.103, -0.028], [-0.019, 0.073, 0.008], [-0.086, 0.212, -0.077], [-0.174, 0.074, -0.019], [-0.431, 0.297, 0.438], [-0.199, 0.389, 0.424], [-0.442, -0.259, 0.247], [0.063, -0.102, 0.120], [-0.355, -0.201, -0.700], [0.074, -0.013, 0.109], [-0.485, 0.166, 0.354], [-0.482, -0.219, -0.284], [-0.176, -0.140, -0.500], [-0.214, -1.023, -0.095], [0.199, 0.659, -0.918], [-0.177, 0.354, 0.301], [-0.012, 0.013, -0.101], [-0.517, -0.156, 0.069], [0.807, 0.615, 0.163], [-0.079, 0.008, -0.021], [-0.200, 0.354, 0.217], [0.104, 0.001, -0.179], [0.230, -0.317, 0.395], [0.143, -0.108, -0.053], [-0.336, -0.420, 0.135], [0.011, -0.065, -0.082], [-0.021, -0.088, 0.037], [-0.144, -0.943, 0.428], [-0.056, -0.058, 0.044], [-0.067, -0.025, -0.161], [-0.257, 0.051, -0.085], [-0.035, 0.038, -0.035], [0.276, 0.778, 0.505], [0.084, 0.050, -0.640], [0.094, -0.040, -0.045], [0.085, -0.082, -0.042], [-0.155, 0.138, 0.147], [-0.194, 0.049, -0.087], [0.096, -0.098, 0.028], [-0.042, -0.192, -0.151], [0.590, 0.079, 0.952], [0.051, -0.110, 0.066], [0.103, 0.056, 0.084], [-0.058, 0.285, -0.857], [0.056, 0.451, 0.123], [-0.307, -0.460, 0.547], [-0.369, -0.444, -0.294], [0.119, 0.054, 0.096], [-0.137, -0.546, -0.369], [0.117, -0.112, 0.042], [0.868, -0.298, 0.197], [0.643, -0.183, 0.039], [0.125, 0.435, 0.775], [-0.375, -0.052, -0.212], [0.065, 0.003, 0.003], [1.107, -0.607, -0.991], [-0.323, -0.195, 0.810], [-0.109, 0.129, -0.066], [-0.562, -0.235, 0.065], [0.277, 0.290, 0.347], [-0.189, -0.011, 0.505], [0.349, 0.273, -0.122], [-0.419, -0.171, 0.941], [0.095, -0.005, -0.031], [-0.049, 0.241, -0.092], [0.323, 0.327, -0.261], [-0.114, -0.087, -0.490], [0.092, -0.030, 0.108], [-0.284, -0.014, -0.095], [0.264, 0.494, 0.134], [-0.018, -0.199, -0.387], [-0.237, 0.080, -0.072], [0.053, 0.012, 0.064], [0.425, -0.381, -0.015], [0.011, -0.117, -0.220], [0.361, -0.230, 0.091], [0.047, 0.140, -0.135], [0.091, 0.039, 0.047], [0.077, 0.034, 0.058], [0.098, -0.061, 0.016]],
  "lowdin_charge": [0.057, -0.458, 0.103, 0.114, 0.089, 0.097, -0.122, 0.105, -0.455, 0.061, -0.197, 0.097, 0.075, -0.455, -0.098, -0.428, 0.062, 0.096, -0.448, 0.036, 0.110, 0.104, -0.224, 0.170, 0.096, 0.095, 0.076, -0.097, -0.094, -0.417, 0.085, -0.463, 0.070, 0.086, 0.106, 0.111, 0.072, 0.181, 0.096, 0.099, 0.105, 0.101, 0.093, -0.184, 0.094, 0.075, -0.519, 0.098, -0.092, 0.082, 0.116, 0.038, 0.117, 0.104, 0.119, 0.052, -0.082, -0.139, 0.097, 0.077, 0.097, 0.053, 0.036, 0.826, 0.083, 0.115, 0.045, 0.092, 0.067, 0.135, -0.111, 0.118, 0.087, -0.186, 0.101, 0.070, 0.084, -0.139, -0.453, 0.071, 0.841, 0.068, 0.068, 0.068, -0.448, 0.081, -0.242, 0.067, 0.065, 0.045, 0.060, -0.155, 0.094, 0.078, 0.102, 0.063, 0.063, 0.108, 0.034, -0.453, 0.104, 0.102, -0.550, 0.089, -0.180, 0.697, 0.061, -0.048, 0.053, 0.143, 0.003, -0.107, 0.111, 0.075, -0.138, -0.195, 0.055, -0.592, 0.117, 0.106, -0.204, 0.082, 0.094, 0.043, 0.070, 0.112, 0.104, 0.062, 0.119, -0.189, 0.047, 0.057, 0.111, 0.032, 0.036, -0.441, 0.093, 0.053, 0.069]
}